A cluster of 4 separate species, C37H72N2O9S in total, computed with ωB97M-V with the def2-TZVPD basis set.

Positions of all 121 atoms, in Å:
C -3.2480 6.3780 1.6322
C -2.9942 7.1994 0.3678
C -2.9980 6.3681 -0.9151
C -2.0215 5.1882 -0.9110
C -0.5676 5.6432 -0.9313
C 0.4760 4.5204 -0.9907
C 0.0942 3.3022 -1.8249
C 0.0828 3.5933 -3.3424
C -1.1159 3.0259 -4.1224
C -0.8625 1.6483 -4.7420
C -0.1787 0.6701 -3.7863
C -0.4093 -0.8017 -4.1511
C 0.5932 -1.7204 -3.4530
C 0.2537 -1.8802 -1.9563
N 1.3382 -1.8262 -0.9802
C 2.1904 -0.6835 -1.0904
S 2.3020 0.4330 0.3906
C 1.6639 -0.5175 1.7872
C 2.7007 -0.6265 2.9043
C 1.9487 -3.0985 -0.6415
O 2.9871 -2.8832 0.3003
C 0.9451 -4.0431 0.0536
C -0.2940 -3.4222 0.7119
C -0.5658 -4.0171 2.0978
C -1.7315 -3.3014 2.8003
O -1.3552 -2.6621 4.0035
C -0.8817 -1.3321 3.8683
C 2.5303 -3.8770 -1.8702
N 3.4624 -3.1070 -2.6343
O 3.0164 -5.1162 -1.3524
C 4.0065 -5.7789 -2.1062
H -4.0621 5.6719 1.4543
H -3.5318 7.0254 2.4577
H -2.3707 5.7941 1.8997
H -3.7347 7.9964 0.2837
H -2.0293 7.7014 0.4703
H -2.7365 7.0184 -1.7535
H -4.0091 5.9848 -1.0724
H -2.2306 4.5862 -1.7973
H -2.2192 4.5440 -0.0513
H -0.4320 6.3310 -1.7658
H -0.3796 6.2186 -0.0225
H 1.4099 4.9082 -1.4018
H 0.6984 4.1743 0.0214
H 0.8256 2.5178 -1.6155
H -0.8696 2.8828 -1.5354
H 0.9991 3.2112 -3.7966
H 0.1126 4.6751 -3.4871
H -2.0080 2.9996 -3.4934
H -1.3372 3.7305 -4.9280
H -0.2592 1.7874 -5.6425
H -1.8111 1.2237 -5.0814
H -0.5789 0.8468 -2.7876
H 0.8949 0.8568 -3.7982
H -1.4227 -1.0928 -3.8633
H -0.3386 -0.9140 -5.2348
H 0.5257 -2.7051 -3.9273
H 1.6114 -1.3789 -3.6230
H -0.2889 -2.8134 -1.8174
H -0.4547 -1.0922 -1.6851
H 3.2149 -0.9279 -1.3579
H 1.8261 -0.0148 -1.8665
H 1.3833 -1.5193 1.4809
H 0.7704 -0.0106 2.1483
H 2.3586 -1.3346 3.6602
H 3.6251 -1.0282 2.4912
H 2.9131 0.3368 3.3607
H 3.7952 -2.6278 -0.1458
H 1.5181 -4.6051 0.7872
H 0.6091 -4.7759 -0.6806
H -1.1642 -3.6742 0.0994
H -0.2692 -2.3341 0.7581
H -0.8799 -5.0463 1.9546
H 0.3234 -3.9826 2.7232
H -2.2024 -2.5839 2.1193
H -2.5077 -4.0154 3.0761
H 0.1806 -1.3056 4.1206
H -1.4374 -0.6781 4.5361
H -0.9884 -0.9607 2.8467
H 1.6809 -4.0909 -2.5277
H 4.3518 -2.9558 -2.1827
H 3.5943 -3.4536 -3.5699
H 3.7296 -5.9006 -3.1552
H 4.1304 -6.7556 -1.6452
H 4.9714 -5.2717 -2.0357
O -1.1318 0.9461 8.5217
C -0.8932 -0.2113 8.3454
C -0.9558 -1.3404 9.3580
C -0.1690 -2.4549 8.6705
C -0.4021 -2.1388 7.1979
O -0.5286 -0.7044 7.1389
H -2.0035 -1.6060 9.5066
H -0.5255 -1.0240 10.3036
H -0.4827 -3.4603 8.9429
H 0.8914 -2.3559 8.9069
H -1.3224 -2.5818 6.8144
H 0.4211 -2.4436 6.5574
O 0.4613 8.0245 -3.0254
C -0.1163 8.2561 -4.0447
C -0.9899 9.4523 -4.3720
C -1.7537 8.9829 -5.6095
C -0.7678 7.9988 -6.2284
O -0.0547 7.4300 -5.1174
H -0.3386 10.3015 -4.5841
H -1.6333 9.6918 -3.5303
H -2.0417 9.7820 -6.2892
H -2.6586 8.4554 -5.3051
H -0.0456 8.4914 -6.8831
H -1.2492 7.1937 -6.7777
O -0.2772 -8.1010 4.4210
C -0.1295 -8.3109 3.2556
C 0.0382 -9.6503 2.5611
C 0.5811 -9.2538 1.1889
C -0.0174 -7.8641 1.0062
O -0.1113 -7.3166 2.3324
H -0.9419 -10.1251 2.4964
H 0.7116 -10.2873 3.1268
H 0.3179 -9.9394 0.3862
H 1.6687 -9.1828 1.2302
H -1.0217 -7.8975 0.5767
H 0.6037 -7.2045 0.4035

Computed properties:
- HOMO level: -7.878 eV
- Total energy: -71779.2025 eV
- Frontier orbital gap: 0.30360 Eh
- SMILES: CCCCCCCCCCCCCCN(CSCC)[C@@](O)(CCCCOC)[C@@H](N)OC.O=C1CCCO1.O=C1CCCO1.O=C1CCCO1
- Net charge: 0


An isolated molecule of C5H7ClSi at a distorted geometry, computed with ωB97M-V with the def2-TZVPD basis set.

Positions of all 14 atoms, in Å:
C 1.8074 2.5696 0.3125
C 1.3739 1.4938 -0.0315
Si 0.4966 -0.0615 -0.5492
C 1.0101 -1.6031 0.4315
C -1.3315 0.4136 -0.1871
C -2.3357 -0.4328 -0.2270
Cl -3.9954 0.1365 0.1707
H 2.0029 3.4454 0.8236
H 1.3080 -0.0419 -2.0864
H 1.9706 -1.8267 -0.0640
H 1.0157 -1.3912 1.4400
H 0.5094 -2.6302 0.3164
H -1.5328 1.4129 -0.1649
H -2.2991 -1.4842 -0.1847

Computed properties:
- HOMO level: -9.939 eV
- Total energy: -25695.3030 eV
- Frontier orbital gap: 0.37982 Eh
- Relative energy (zero: lowest compared OMol25 entry of this formula, charge and spin): 0.555 eV
- SMILES: C#C[Si@@H](C)/C=C/Cl
- Net charge: 0


A structure of composition C42H54N6O4 at a distorted geometry, computed with ωB97M-V with the def2-TZVPD basis set.

Positions of all 106 atoms, in Å:
N 0.1309 -2.9765 0.2620
C 1.3446 -2.5565 -0.0375
C 1.9647 -2.8319 -1.2864
C 1.2506 -3.5554 -2.3178
C -0.0971 -3.8406 -2.0696
C -0.5902 -3.5453 -0.7720
H 1.8941 -2.0893 0.7664
H 2.9707 -2.4768 -1.4543
H 1.7471 -3.8699 -3.2239
H -0.6871 -4.3100 -2.8429
H -1.6389 -3.7329 -0.5941
N -3.4375 0.4087 -0.4719
C -3.1052 1.1405 -1.6058
C -2.6577 0.5434 -2.7637
C -2.3472 -0.8427 -2.7342
C -2.7429 -1.5827 -1.6185
C -3.2451 -0.9205 -0.5552
H -3.3427 2.1940 -1.5939
H -2.4286 1.1682 -3.6144
H -1.8280 -1.3101 -3.5578
H -2.6669 -2.6556 -1.5219
H -3.5679 -1.4689 0.3174
N 1.3345 -0.3945 0.8585
C 1.2743 0.8851 0.3383
C 0.0652 1.4208 -0.1239
C -1.0884 0.6758 0.0117
C -1.0388 -0.6262 0.5041
C 0.1942 -1.1414 0.9603
H 2.1697 1.4700 0.1887
H 0.0216 2.4387 -0.4822
H -2.0368 1.0447 -0.3501
H -1.9086 -1.2626 0.5738
H 0.3619 -2.1216 1.3815
N -2.4682 2.8320 -2.4621
C -2.2256 3.8652 -3.3363
C -0.9910 4.5596 -3.4228
C 0.0494 4.1580 -2.5395
C -0.1699 3.0071 -1.7346
C -1.4382 2.3957 -1.6503
H -3.0387 4.2820 -3.9122
H -0.7532 5.4147 -4.0380
H 1.0170 4.6355 -2.4924
H 0.7004 2.7078 -1.1695
H -1.6517 1.5137 -1.0648
N 1.6272 1.1900 -2.1070
C 1.9488 2.3813 -1.5627
C 3.0309 2.5939 -0.7136
C 3.7482 1.4589 -0.3419
C 3.3467 0.2059 -0.7940
C 2.2970 0.1022 -1.6988
H 1.4105 3.2856 -1.8050
H 3.2703 3.5843 -0.3553
H 4.4984 1.5559 0.4290
H 3.7705 -0.7414 -0.4949
H 1.9148 -0.8430 -2.0550
N -0.7582 -2.3228 2.9213
C 0.0777 -2.5852 3.9634
C 0.9617 -3.6707 3.9969
C 0.9960 -4.5197 2.8854
C 0.2704 -4.1915 1.7521
C -0.6342 -3.1320 1.8553
H 0.0724 -1.8811 4.7823
H 1.4619 -3.8947 4.9275
H 1.6581 -5.3729 2.8908
H 0.3895 -4.7293 0.8231
H -1.2683 -2.8217 1.0380
C -2.1127 0.2068 2.8357
C -3.2575 1.0507 2.3049
O -3.7120 1.9443 2.9913
C -3.6659 0.8992 0.8854
H -2.1338 0.2619 3.9241
H -1.1528 0.6037 2.5051
H -2.1866 -0.8348 2.5234
H -4.4341 1.6288 0.6291
H -4.0512 -0.0925 0.6485
H -2.8128 1.1446 0.2528
C 1.6755 3.0616 1.4984
C 0.1734 3.3148 1.3668
O -0.6253 2.3781 1.5316
C -0.3788 4.6633 1.1123
H 2.1259 3.0921 0.5063
H 1.8311 2.0653 1.9123
H 2.1380 3.8708 2.0635
H 0.0204 5.2985 0.3215
H -0.2000 5.3340 1.9527
H -1.4497 4.6073 0.9168
C 2.2344 -2.5043 1.6325
C 3.1346 -2.2978 2.8492
O 4.3150 -2.6529 2.8519
C 2.4914 -1.5677 4.0599
H 1.4132 -3.1672 1.9050
H 2.7929 -2.9943 0.8350
H 1.8139 -1.5388 1.3511
H 1.4101 -1.6743 3.9731
H 2.6705 -0.4949 3.9891
H 2.8972 -1.9452 4.9986
C -0.4975 1.0166 -2.4414
C -0.2281 -0.3464 -2.9217
O -0.6007 -0.5939 -4.0327
C 0.5610 -1.3491 -2.1091
H 0.4373 1.4589 -2.0971
H -1.1936 0.9505 -1.6052
H -0.9520 1.6735 -3.1831
H 1.5192 -1.4048 -2.6257
H 0.0573 -2.3153 -2.1367
H 0.5433 -1.0525 -1.0603

Computed properties:
- HOMO level: -5.118 eV
- Total energy: -61481.7757 eV
- Frontier orbital gap: 0.16349 Eh
- Relative energy (zero: lowest compared OMol25 entry of this formula, charge and spin): 77.400 eV
- Net charge: 0


A cluster of 5 separate species, C32H62F9N2O8S in total at a distorted geometry, computed with ωB97M-V with the def2-TZVPD basis set.

Positions of all 114 atoms, in Å:
F -3.3777 -3.1033 -0.6669
C -3.6292 -1.8319 -0.2222
F -2.4128 -1.3598 0.1167
C -4.5943 -1.9696 0.9517
C -3.9889 -1.6525 2.3355
C -4.6757 -0.4249 2.9706
C -3.8751 0.1809 4.1218
C -2.4873 0.6893 3.6811
C -1.3162 -0.1588 4.1960
C -0.0026 0.6598 4.0980
C 1.2381 -0.1779 3.8188
C 1.1854 -1.2325 2.9622
C 2.3373 -1.9300 2.7214
C 3.4925 -1.5288 3.3233
C 3.4343 -0.4578 4.1595
N 2.3389 0.2355 4.4282
C -0.0707 1.7964 3.0541
C -1.1661 2.7982 3.4019
N -2.3146 2.1088 4.0910
C -4.1799 -1.1191 -1.4823
F -5.3045 -1.7597 -1.8302
F -3.3324 -1.2774 -2.4877
S -4.6087 0.7008 -1.3014
F -5.1938 0.6808 -2.7709
F -6.0469 0.3839 -0.7507
F -4.0008 0.7686 0.1652
F -3.2001 1.0917 -1.9070
F -4.9358 2.2328 -1.1875
H -5.4754 -1.3464 0.8184
H -4.9777 -2.9826 0.9583
H -2.9062 -1.5786 2.3433
H -4.2381 -2.4825 2.9929
H -4.9746 0.3220 2.2391
H -5.5953 -0.7996 3.4202
H -3.8099 -0.4930 4.9731
H -4.4679 1.0305 4.4795
H -2.4735 0.6402 2.5926
H -1.3319 -1.0531 3.5864
H -1.5477 -0.3934 5.2328
H 0.1739 1.0930 5.0847
H 0.2918 -1.5627 2.4564
H 2.3711 -2.7703 2.0433
H 4.4224 -2.0349 3.1339
H 4.3552 -0.1276 4.6266
H 0.8734 2.3278 3.1222
H -0.2297 1.3192 2.0901
H -1.5418 3.3122 2.5217
H -0.7973 3.5835 4.0547
H -3.1675 2.6296 3.8944
H -2.1467 2.1394 5.0980
C 6.4049 -1.9789 0.3708
O 6.1258 -0.7239 0.9705
C 7.2893 0.0649 1.1823
C 7.4381 1.1388 0.1263
O 7.6859 0.5830 -1.1547
C 6.5369 0.5494 -1.9827
H 5.4618 -2.4125 0.0391
H 7.0671 -1.8804 -0.4920
H 6.8598 -2.6503 1.1065
H 8.1826 -0.5650 1.2170
H 7.1776 0.5490 2.1582
H 8.3007 1.7626 0.3799
H 6.5522 1.7815 0.1054
H 6.3067 1.5538 -2.3543
H 5.6682 0.1475 -1.4555
H 6.7589 -0.0938 -2.8327
C 3.5799 -7.5362 1.7312
O 3.8686 -7.9022 0.3946
C 3.2695 -7.0454 -0.5645
C 4.2629 -6.0506 -1.1249
O 4.7006 -5.1283 -0.1348
C 5.9800 -5.4439 0.3910
H 4.2512 -8.0947 2.3815
H 3.7342 -6.4675 1.9016
H 2.5470 -7.8005 1.9832
H 2.4070 -6.5261 -0.1350
H 2.9113 -7.6778 -1.3824
H 3.7729 -5.4696 -1.9123
H 5.1147 -6.5710 -1.5713
H 6.7583 -5.1887 -0.3363
H 6.0622 -6.4991 0.6586
H 6.1291 -4.8445 1.2874
C -0.1132 8.2831 0.0787
O 1.2537 7.9291 0.2026
C 1.5575 7.2716 1.4201
C 1.6837 5.7751 1.2291
O 0.4395 5.1794 0.8720
C 0.3412 4.9059 -0.5190
H -0.2902 8.5668 -0.9571
H -0.7731 7.4498 0.3325
H -0.3434 9.1393 0.7210
H 0.8070 7.5008 2.1834
H 2.5206 7.6593 1.7652
H 1.9965 5.3253 2.1774
H 2.4477 5.5476 0.4811
H 0.9501 4.0337 -0.7787
H 0.6534 5.7604 -1.1211
H -0.7017 4.6831 -0.7426
C -6.9833 1.9001 -8.0903
O -7.1830 0.4982 -8.1358
C -6.1218 -0.1968 -8.7735
C -5.1917 -0.8406 -7.7683
O -4.4929 0.1295 -7.0004
C -5.0450 0.3194 -5.7117
H -7.7134 2.3175 -7.3983
H -5.9804 2.1560 -7.7402
H -7.1466 2.3397 -9.0797
H -5.5655 0.4705 -9.4381
H -6.5734 -0.9844 -9.3846
H -4.4410 -1.4257 -8.3083
H -5.7463 -1.5230 -7.1170
H -4.7897 -0.5270 -5.0643
H -6.1309 0.4366 -5.7477
H -4.6094 1.2245 -5.2909

Computed properties:
- HOMO level: -10.435 eV
- Total energy: -88829.9337 eV
- Frontier orbital gap: 0.27852 Eh
- Net charge: +1


An isolated molecule of C3H4N2S3 at a distorted geometry, computed with ωB97M-V with the def2-TZVPD basis set.

Positions of all 12 atoms, in Å:
S 2.8193 -0.8662 -0.4852
C 1.6844 0.2773 -0.5942
N 1.3980 1.1686 0.3928
N 0.2513 1.9357 0.4048
C -0.8600 1.4455 0.0886
C -1.3806 0.0421 0.0284
S -2.4929 -0.3477 -1.0652
S -0.9335 -1.0360 1.3059
H 0.8759 0.2804 -1.3705
H 2.1524 1.5704 0.9109
H -1.7021 2.1564 0.0049
H 0.1796 -0.3301 1.6478

Computed properties:
- HOMO level: -8.950 eV
- Total energy: -38659.3417 eV
- Frontier orbital gap: 0.28648 Eh
- Relative energy (zero: lowest compared OMol25 entry of this formula, charge and spin): 1.882 eV
- SMILES: S=CN/N=C\C(=S)S
- Net charge: 0


A cluster of 6 separate species, C28H72N4O12 in total at a distorted geometry, computed with ωB97M-V with the def2-TZVPD basis set.

Positions of all 116 atoms, in Å:
C 3.8368 -3.7551 4.1446
O 2.5188 -3.8601 3.6256
C 1.8348 -2.6431 3.6186
C 0.6798 -2.6641 2.5346
N -0.2002 -1.5421 2.6876
C 0.4588 -0.2851 2.2676
C 0.6958 0.5989 3.4706
O 1.2198 -0.1181 4.5956
C 1.4298 0.7289 5.7236
H 3.9358 -3.2311 5.1196
H 4.5018 -3.1531 3.3956
H 4.3408 -4.7451 4.2656
H 2.4788 -1.7511 3.4086
H 1.4908 -2.5301 4.6316
H 0.0618 -3.4991 2.6876
H 0.9848 -2.7811 1.5316
H -0.6122 -1.4821 3.6256
H -0.0762 0.2909 1.5536
H 1.4678 -0.4571 1.8276
H -0.2712 0.9839 3.7136
H 1.3608 1.4569 3.2876
H 0.4978 1.2629 6.1486
H 2.0998 1.5679 5.6326
H 1.8228 0.1609 6.5616
C -5.2722 1.8259 -0.5264
O -4.5452 0.7359 -1.0584
C -4.4782 0.8259 -2.4354
C -3.7962 -0.4471 -2.8734
N -3.8982 -0.4991 -4.3214
C -3.0442 -1.5481 -4.8234
C -3.5872 -2.9321 -4.6224
O -2.4852 -3.7821 -5.0274
C -2.7732 -5.1681 -5.0234
H -4.6702 2.7099 -0.5714
H -5.6062 1.7429 0.4816
H -6.1472 2.0089 -1.0834
H -3.8642 1.6739 -2.6994
H -5.4492 0.9559 -2.8284
H -4.2462 -1.2901 -2.3614
H -2.7692 -0.3111 -2.5284
H -3.3182 0.3189 -4.5124
H -2.1102 -1.3791 -4.3414
H -2.8442 -1.3061 -5.8404
H -4.3542 -3.1951 -5.3464
H -3.9052 -3.0521 -3.6094
H -3.5582 -5.4111 -5.7494
H -3.0822 -5.4891 -4.0764
H -1.9522 -5.8441 -5.3154
C 6.0708 3.4679 -5.8794
O 4.7268 3.6689 -5.4894
C 4.2128 2.7629 -4.4464
C 2.7848 2.4309 -4.8444
N 2.1308 1.5429 -3.9034
C 1.4338 0.4469 -4.4884
C 1.0218 -0.6201 -3.5024
O -0.0412 -0.0921 -2.7424
C 0.4238 0.1309 -1.4154
H 6.4618 4.3089 -6.3804
H 6.0508 2.7349 -6.6534
H 6.7128 3.1199 -5.0464
H 4.1768 3.2419 -3.5094
H 4.7688 1.8259 -4.3384
H 2.7878 1.9209 -5.7654
H 2.2048 3.3989 -4.9864
H 1.5268 2.1099 -3.2674
H 2.1748 -0.1231 -5.0814
H 0.6838 0.7389 -5.2154
H 1.8378 -1.1111 -2.9924
H 0.5518 -1.4461 -3.9574
H 1.2308 0.8299 -1.3714
H 0.5678 -0.7511 -0.8324
H -0.3942 0.6409 -0.9504
C -2.9822 1.6599 1.9406
O -2.1142 2.7849 1.9376
C -1.8922 3.2039 3.2736
C -0.4802 3.9119 3.3126
N -0.0882 3.9969 4.6946
C 1.2538 4.5169 4.9056
C 1.4668 4.6519 6.3906
O 2.8278 4.9779 6.6226
C 3.2178 5.1029 7.9516
H -3.1752 1.1989 0.9366
H -3.9042 1.9859 2.3046
H -2.6962 0.8909 2.6826
H -1.8612 2.4319 4.0316
H -2.7482 3.8669 3.5586
H -0.6042 4.9019 2.7866
H 0.2618 3.3589 2.6766
H -0.0402 3.0679 5.1296
H 1.4268 5.5609 4.4406
H 1.9418 3.8049 4.5716
H 1.2108 3.7029 6.8746
H 0.8738 5.4649 6.6976
H 3.0818 4.1939 8.5166
H 2.6228 5.8709 8.4396
H 4.2478 5.3639 8.0776
O -0.5662 -4.8791 -2.9954
C 0.5448 -5.1591 -2.2854
C 1.4848 -4.0031 -2.3694
O 1.3608 -3.1871 -1.2364
H -1.0252 -4.1151 -2.5824
H 0.1818 -5.3121 -1.2294
H 0.9668 -6.0731 -2.6254
H 1.4198 -3.4301 -3.2484
H 2.5748 -4.3071 -2.3994
H 2.2178 -3.2901 -0.7784
O -2.7062 -2.0281 1.3806
C -2.6412 -1.7671 0.0276
C -1.6722 -2.7471 -0.6734
O -1.5592 -2.4561 -2.0324
H -1.8872 -1.7361 1.7236
H -3.6272 -1.7721 -0.4694
H -2.3852 -0.7021 0.0016
H -1.9652 -3.8351 -0.5114
H -0.6532 -2.7081 -0.2374
H -0.8162 -1.8371 -2.1164

Computed properties:
- HOMO level: -8.861 eV
- Total energy: -60723.8697 eV
- Frontier orbital gap: 0.33831 Eh
- Relative energy (zero: lowest compared OMol25 entry of this formula, charge and spin): 4.085 eV
- SMILES: COCCNCCOC.COCCNCCOC.COCCNCCOC.COCCNCCOC.OCCO.OCCO
- Net charge: 0


A cluster of 2 separate species, C2H5NO in total at a distorted geometry, computed with ωB97M-V with the def2-TZVPD basis set.

Positions of all 9 atoms, in Å:
C -0.6365 -1.2772 0.0489
C 0.1098 0.9201 -0.1380
N -0.9601 -0.0434 0.0082
O -2.1038 0.4623 -0.1426
H -1.3920 -2.0723 -0.0337
H 0.3466 -1.5499 0.2599
H 1.4951 0.4484 -0.0491
H 0.4066 1.3473 -1.0875
H 0.0875 1.6416 0.6261

Computed properties:
- HOMO level: -9.107 eV
- Total energy: -5688.3555 eV
- Frontier orbital gap: 0.36284 Eh
- Relative energy (zero: lowest compared OMol25 entry of this formula, charge and spin): 4.874 eV
- Net charge: 0